# C19H16IrN3O2S2

A molecular structure, C19H16IrN3O2S2 (wB97M-V/def2-TZVPD, the OMol25 dataset).

- ΔE to the lowest compared entry with this formula, charge and spin (eV) = 0.000
- gap between HOMO and LUMO (eV) = 6.930
- highest occupied orbital energy (Eh) = -0.5420
- energy (Ha) = -1948.55706

Structure (ORCA input):
```
! wB97M-V def2-TZVPD RIJCOSX def2/J DEFGRID3
* xyz 2 1
Ir -0.03 -0.07 0.11
O -3.89 5.51 -0.96
C -3.68 4.61 -2.02
C -2.83 3.48 -1.51
C -2.58 2.37 -2.31
C -1.78 1.35 -1.82
N -1.25 1.41 -0.59
C -1.49 2.48 0.20
C -2.28 3.53 -0.24
C -0.84 2.38 1.51
C -0.93 3.30 2.53
C -0.26 3.06 3.73
C -0.32 4.05 4.85
O -1.20 5.08 4.48
C 0.47 1.88 3.85
C 0.52 0.99 2.80
N -0.13 1.24 1.65
H -4.36 6.29 -1.28
H -3.16 5.07 -2.86
H -4.62 4.20 -2.40
H -2.99 2.28 -3.30
H -1.56 0.47 -2.40
H -2.47 4.38 0.40
H -1.50 4.21 2.41
H 0.70 4.42 5.03
H -0.64 3.53 5.76
H -1.23 5.75 5.17
H 1.00 1.64 4.77
H 1.07 0.07 2.85
S 0.85 -2.14 -0.24
C -0.72 -2.54 0.50
N -1.32 -1.41 0.76
C -2.57 -1.54 1.35
C -3.45 -0.55 1.74
C -4.65 -0.94 2.31
C -4.96 -2.30 2.49
C -4.08 -3.29 2.10
C -2.87 -2.90 1.52
S -1.58 -3.93 0.94
H -3.22 0.50 1.60
H -5.36 -0.19 2.63
H -5.90 -2.57 2.94
H -4.32 -4.33 2.23
*
```